Record 1
{"formula": "C34H29NO3", "method": "ωB97M-V with the def2-TZVPD basis set", "homo_ev": -6.90, "e_lumo_ev": -0.8, "total_charge": 0, "symbols": ["C", "O", "C", "C", "C", "C", "C", "C", "C", "C", "C", "C", "C", "C", "C", "C", "C", "O", "C", "C", "C", "C", "C", "C", "C", "C", "C", "C", "H", "H", "H", "H", "H", "H", "H", "H", "H", "H", "H", "H", "H", "H", "H", "H", "H", "H", "H", "H", "C", "C", "C", "N", "C", "C", "C", "C", "C", "O", "H", "H", "H", "H", "H", "H", "H", "H", "H"], "coordinates": [[-5.754017, 4.443307, -0.868471], [-4.657412, 4.292659, -1.768845], [-3.485612, 3.695585, -1.424231], [-2.616359, 3.379188, -2.503662], [-1.490695, 2.612195, -2.324711], [-1.107875, 2.141767, -1.006513], [-0.023049, 1.269341, -0.693370], [-0.021538, 0.403297, 0.409393], [1.224777, -0.087389, 0.962621], [1.287155, -1.182849, 1.788025], [2.558880, -1.647317, 2.341813], [3.551278, -0.700741, 2.671579], [4.765469, -1.100457, 3.222148], [5.033877, -2.465570, 3.418651], [4.072832, -3.415469, 3.050931], [2.843331, -3.006797, 2.543550], [0.022123, -1.890824, 2.100032], [0.035265, -3.034221, 2.584181], [-1.268099, -1.206104, 1.812743], [-2.533831, -1.706490, 2.353345], [-3.588855, -0.813833, 2.659864], [-4.815418, -1.286595, 3.121962], [-5.023990, -2.668762, 3.291457], [-3.980465, -3.560598, 3.008406], [-2.748737, -3.075462, 2.588776], [-1.238272, -0.113665, 0.990465], [-1.935295, 2.618462, 0.076854], [-3.086487, 3.356034, -0.106753], [-6.557922, 4.809604, -1.505763], [-6.068553, 3.501397, -0.409929], [-5.553550, 5.186072, -0.089247], [-2.895151, 3.726845, -3.500603], [-0.902105, 2.301426, -3.199573], [0.872209, 1.149432, -1.382307], [2.152922, 0.452987, 0.720246], [3.347853, 0.360091, 2.516869], [5.503557, -0.348350, 3.506763], [5.987045, -2.785285, 3.847095], [4.274656, -4.480813, 3.171309], [2.084675, -3.742180, 2.303756], [-3.415509, 0.261931, 2.547474], [-5.608909, -0.574630, 3.358815], [-5.995444, -3.034424, 3.631886], [-4.129784, -4.631956, 3.134211], [-1.929909, -3.770425, 2.443836], [-2.167348, 0.374118, 0.698890], [-1.640947, 2.334628, 1.093154], [-3.693345, 3.645900, 0.749578], [1.616018, 3.063248, -3.587268], [1.484335, 1.575223, -3.443436], [1.960929, 0.966061, -2.190225], [2.557567, -0.336153, -2.477705], [1.999550, -1.229029, -3.366126], [2.677742, -2.366317, -3.757741], [3.912868, -2.665461, -3.187950], [4.438649, -1.787398, -2.231345], [3.757514, -0.631748, -1.895328], [0.946203, 0.927506, -4.362471], [1.516132, 3.643496, -2.660953], [2.610888, 3.229288, -4.011551], [0.864330, 3.375208, -4.318716], [2.688346, 1.573728, -1.622999], [1.118853, -0.897851, -3.891573], [2.186738, -2.989392, -4.505419], [4.438247, -3.589034, -3.453172], [5.378511, -1.991906, -1.722281], [4.163155, 0.145471, -1.250440]], "atomic_forces_ev_per_a": [[0.241, 0.092, -0.085], [0.318, -0.012, -0.029], [0.525, -0.465, 0.312], [-0.793, 0.339, 0.245], [0.973, -0.823, 1.191], [-2.339, 1.253, -0.066], [-1.194, -0.737, 2.594], [0.002, 0.864, -0.725], [0.274, -0.940, -0.007], [-0.757, 1.184, -0.839], [0.901, -0.031, 0.355], [-0.076, -0.306, 0.065], [0.040, -0.396, -0.027], [-0.183, 0.126, -0.187], [0.256, 0.415, 0.154], [0.012, 0.023, -0.082], [-0.297, -1.202, 0.414], [0.164, 1.112, -0.290], [0.858, 1.022, -0.563], [-0.958, -0.328, 0.551], [0.328, -0.284, -0.134], [0.098, -0.411, 0.019], [0.226, 0.308, -0.249], [-0.507, 0.594, 0.282], [0.049, -0.097, -0.191], [-0.211, -0.460, 0.476], [0.938, -0.564, -0.639], [-0.661, 0.360, -0.930], [-0.004, -0.012, 0.162], [0.233, -0.038, -0.067], [0.105, -0.104, -0.060], [-0.001, -0.195, 0.298], [-0.392, 0.172, 0.451], [-1.284, 0.484, 1.251], [-0.459, -0.367, -0.097], [0.052, -0.267, 0.165], [-0.186, -0.233, -0.085], [-0.311, 0.134, -0.137], [-0.041, 0.303, 0.021], [0.179, 0.141, 0.014], [-0.154, -0.383, 0.059], [0.209, -0.253, -0.059], [0.325, 0.104, -0.084], [0.065, 0.237, 0.010], [-0.228, 0.180, -0.131], [0.162, -0.493, -0.053], [-0.081, 0.353, -0.417], [0.107, -0.048, -0.198], [-0.143, 0.217, -0.238], [-0.226, -0.766, 0.439], [3.887, -0.813, -4.327], [-0.212, 0.300, 0.134], [0.535, 0.495, 0.164], [0.283, -0.005, 0.438], [-0.129, -0.268, 0.078], [-0.215, 0.061, 0.182], [-0.172, -0.385, -0.507], [0.391, 0.889, 0.586], [0.055, -0.286, -0.129], [-0.049, 0.221, 0.048], [0.219, 0.170, 0.151], [-0.483, -0.308, -0.264], [-0.141, -0.062, 0.503], [0.324, 0.065, 0.249], [-0.144, 0.471, 0.102], [-0.185, 0.046, -0.225], [-0.116, -0.392, -0.039]]}

=====

Record 2
{"formula": "C26H66BF4NO8", "method": "ωB97M-V with the def2-TZVPD basis set", "de_lowest_kcal_mol": 20.3, "homo_ev": -5.27, "e_lumo_ev": -3.5, "total_charge": 0, "symbols": ["C", "C", "C", "C", "C", "C", "N", "O", "C", "C", "C", "H", "H", "H", "H", "H", "H", "H", "H", "H", "H", "H", "H", "H", "H", "H", "H", "H", "H", "B", "F", "F", "F", "F", "C", "O", "H", "H", "H", "H", "C", "O", "H", "H", "H", "H", "C", "C", "C", "O", "H", "H", "H", "H", "H", "H", "H", "H", "C", "C", "C", "O", "H", "H", "H", "H", "H", "H", "H", "H", "C", "C", "C", "O", "H", "H", "H", "H", "H", "H", "H", "H", "C", "C", "C", "O", "H", "H", "H", "H", "H", "H", "H", "H", "C", "C", "C", "O", "H", "H", "H", "H", "H", "H", "H", "H"], "coordinates": [[-2.695604, -3.942538, -2.307915], [-3.812604, -2.882538, -1.795915], [-5.026604, -3.734538, -1.398915], [-4.968604, -4.374538, -0.004915], [-4.631604, -3.215538, 0.942085], [-3.311604, -2.491538, 0.711085], [-3.139604, -2.126538, -0.696915], [-2.205604, -1.270538, -0.958915], [-2.047604, -3.330538, 1.200085], [-3.430604, -1.072538, 1.508085], [-4.119604, -1.922538, -2.769915], [-2.959604, -4.690538, -3.177915], [-2.614604, -4.698538, -1.566915], [-1.716604, -3.438538, -2.273915], [-5.363604, -4.548538, -2.222915], [-5.803604, -3.148538, -1.197915], [-4.172604, -5.104538, 0.022085], [-5.945604, -4.708538, 0.411085], [-4.829604, -3.750538, 2.052085], [-5.515604, -2.522538, 0.793085], [-1.999604, -4.113538, 0.533085], [-2.215604, -3.740538, 2.257085], [-1.179604, -2.581538, 1.397085], [-4.320604, -0.636538, 1.299085], [-2.634604, -0.429538, 1.557085], [-3.592604, -1.417538, 2.554085], [-3.154604, -1.368538, -3.139915], [-4.967604, -1.257538, -2.717915], [-4.609604, -2.407538, -3.869915], [0.336396, 1.009462, 0.026085], [1.604396, 1.291462, 0.083085], [-0.486604, 2.104462, 0.323085], [0.026396, 0.460462, -1.197915], [0.004396, -0.023538, 0.921085], [1.836396, -1.765538, 3.406085], [1.171396, -2.447538, 2.324085], [1.646396, -0.596538, 3.274085], [2.856396, -2.244538, 3.625085], [1.310396, -1.952538, 4.146085], [0.786396, -1.615538, 1.749085], [-1.594604, 1.716462, 3.759085], [-0.946604, 0.441462, 3.545085], [-2.274604, 1.764462, 3.063085], [-0.936604, 2.600462, 3.711085], [-2.154604, 1.855462, 4.759085], [-0.558604, 0.391462, 2.838085], [-3.369604, 1.878462, -2.235915], [-2.830604, 3.258462, -1.773915], [-3.908604, 4.413462, -2.021915], [-2.709604, 3.254462, -0.351915], [-3.339604, 2.051462, -3.258915], [-4.480604, 1.617462, -1.895915], [-2.738604, 1.121462, -2.029915], [-1.886604, 3.351462, -2.160915], [-4.079604, 4.453462, -3.092915], [-3.700604, 5.207462, -1.522915], [-4.898604, 4.121462, -1.563915], [-1.968604, 2.934462, -0.074915], [4.908396, -1.717538, 2.716085], [4.487396, -0.384538, 2.868085], [5.369396, 0.336462, 3.963085], [4.634396, 0.365462, 1.733085], [4.789396, -2.170538, 1.821085], [4.675396, -2.400538, 3.323085], [6.079396, -1.774538, 2.837085], [3.330396, -0.503538, 3.187085], [6.391396, 0.490462, 3.688085], [5.297396, -0.161538, 4.902085], [4.718396, 1.231462, 4.214085], [3.833396, 0.296462, 0.985085], [1.321396, 4.462462, -1.896915], [1.554396, 3.270462, -2.859915], [2.245396, 3.585462, -4.236915], [2.593396, 2.480462, -2.162915], [0.520396, 5.144462, -2.373915], [2.023396, 5.162462, -2.019915], [0.923396, 4.226462, -0.985915], [0.687396, 2.408462, -3.057915], [1.657396, 4.365462, -4.607915], [2.311396, 2.560462, -4.843915], [3.228396, 3.994462, -4.122915], [2.254396, 2.295462, -1.265915], [1.187396, -2.831538, -1.510915], [1.297396, -2.017538, -2.863915], [1.740396, -2.920538, -3.993915], [0.082396, -1.405538, -3.211915], [1.072396, -2.013538, -0.870915], [2.128396, -3.404538, -1.339915], [0.344396, -3.378538, -1.506915], [2.091396, -1.163538, -2.878915], [2.768396, -3.304538, -3.843915], [1.701396, -2.498538, -4.975915], [1.017396, -3.898538, -3.981915], [-0.240604, -0.647538, -2.703915], [3.215396, 3.074462, 3.106085], [3.957396, 2.985462, 1.739085], [5.397396, 3.341462, 1.903085], [3.811396, 1.594462, 1.293085], [2.967396, 4.320462, 3.375085], [3.826396, 2.513462, 3.797085], [2.304396, 2.896462, 3.344085], [3.306396, 3.611462, 0.957085], [6.106396, 3.385462, 1.071085], [5.957396, 2.581462, 2.636085], [5.534396, 4.404462, 2.303085], [2.859396, 1.485462, 0.847085]], "atomic_forces_ev_per_a": [[-0.370, -0.266, -0.225], [1.242, -3.861, 0.425], [0.987, -3.899, -0.541], [0.984, 0.826, 0.116], [-2.213, -1.562, 2.010], [0.293, 1.946, 2.449], [3.468, 1.732, 0.110], [-3.815, -3.343, 0.654], [-0.466, 3.443, 3.127], [0.219, -5.001, 1.812], [-0.376, 2.170, -8.433], [0.332, 2.526, 0.930], [0.072, -0.564, 1.321], [-0.347, -0.231, -1.053], [1.196, 2.181, 1.594], [-3.557, 2.934, -0.385], [-0.137, -0.734, 0.358], [0.695, -0.440, -1.020], [1.255, 2.115, -2.586], [1.084, -0.288, 0.483], [1.213, -1.715, -1.372], [-0.275, 0.528, -1.552], [-1.151, -1.730, -1.183], [-2.569, 1.607, -1.260], [2.153, 1.310, -0.594], [0.285, 0.130, -0.417], [-2.023, -0.849, 0.706], [0.042, 0.591, 1.382], [1.921, 0.566, 3.094], [-4.704, -1.412, -0.182], [3.516, 0.963, 0.211], [0.648, 0.137, 0.074], [-0.224, 0.347, -1.376], [0.175, -0.616, 1.453], [3.155, 2.001, -6.027], [-0.985, 3.550, -2.461], [1.166, -2.396, 0.263], [-1.478, 1.287, -0.765], [-4.840, -1.736, 7.452], [1.316, -3.329, 1.704], [2.852, -0.197, 3.914], [-6.769, 1.247, 13.671], [-3.866, 0.879, -3.862], [0.142, -0.529, -0.186], [1.192, -1.101, -1.273], [6.413, -0.283, -12.349], [-3.692, 3.015, 0.873], [-4.498, -0.663, 3.110], [-1.280, -7.164, -2.624], [-7.359, 3.529, -2.145], [-0.495, -0.438, -2.442], [2.410, 0.775, -0.575], [2.188, -2.581, 1.032], [2.273, 0.903, -1.506], [0.015, 0.796, -0.118], [1.974, 5.492, 2.462], [1.020, -0.358, -0.459], [7.096, -3.194, 2.318], [7.174, 1.567, -2.496], [-1.934, 1.443, 3.005], [-3.839, 0.789, -0.108], [6.704, -13.435, 0.793], [-0.885, -0.948, -3.415], [-2.511, -4.920, 5.552], [-1.685, 0.290, -0.422], [3.102, 1.564, -0.533], [0.394, 0.342, -0.385], [0.276, -1.029, 0.645], [1.808, -0.511, -0.404], [3.910, -2.730, 2.580], [-4.490, -0.570, -5.248], [1.280, -2.974, 0.471], [-0.813, -2.977, 1.078], [-0.582, 0.143, 0.183], [0.222, -1.180, 0.551], [3.748, 1.994, 0.564], [-0.351, -0.709, 2.569], [1.484, 2.901, 0.611], [-1.056, 0.851, -1.684], [-0.337, 2.605, 1.037], [0.683, -0.031, 0.440], [0.343, 0.102, -0.929], [3.955, 2.651, -2.287], [1.644, 0.982, -0.005], [-1.468, -3.218, 0.532], [-1.325, -0.598, -0.942], [-0.042, 0.776, 1.960], [-0.871, 0.387, 0.115], [-2.781, -2.234, -0.132], [-0.994, -1.394, 0.887], [-0.530, 0.252, 0.161], [-0.217, 0.504, -0.498], [1.631, 2.144, -0.239], [0.973, -0.368, 0.453], [5.563, 5.526, -0.729], [-4.199, 0.989, -1.364], [2.720, 0.296, 1.903], [-10.705, 15.879, -5.368], [1.948, -3.075, -0.357], [0.144, 0.846, 0.640], [-6.464, -2.622, -0.109], [1.926, -0.643, 1.461], [-0.862, -0.473, -0.644], [-1.503, 1.760, -1.291], [-0.584, -1.511, -0.021], [1.893, 1.524, 1.286]]}

=====

Record 3
{"formula": "C19H19Cl3N3SiV", "method": "ωB97M-V with the def2-TZVPD basis set", "homo_ev": [-14.58, -14.58], "spin_multiplicity": 3, "s_squared": 2.035, "e_lumo_ev": [-8.3, -7.9], "total_charge": 2, "symbols": ["V", "C", "C", "C", "C", "C", "C", "C", "C", "C", "H", "H", "H", "H", "H", "H", "H", "H", "H", "H", "H", "H", "Cl", "Si", "Cl", "Cl", "N", "C", "C", "C", "C", "C", "C", "C", "N", "C", "C", "N", "C", "H", "H", "H", "H", "H", "H", "H"], "coordinates": [[0.055454, 1.775219, 0.169446], [2.273016, 1.580084, 2.875287], [1.886632, 2.320268, 1.630743], [0.968143, 3.384309, 1.674349], [0.603183, 4.105058, 0.524909], [-0.350167, 5.260077, 0.600840], [1.129934, 3.687508, -0.710948], [2.077784, 2.642224, -0.799971], [2.691844, 2.280361, -2.122812], [2.427718, 1.964631, 0.380473], [1.922022, 2.094333, 3.766434], [3.356693, 1.477629, 2.931781], [1.853467, 0.571433, 2.873381], [0.538582, 3.669888, 2.627132], [-1.345190, 4.957925, 0.267526], [-0.014703, 6.071342, -0.044178], [-0.436753, 5.634872, 1.617956], [0.849853, 4.226390, -1.609261], [1.994532, 1.719652, -2.748963], [3.589758, 1.680525, -1.987877], [2.961686, 3.182961, -2.670304], [3.142592, 1.151305, 0.331902], [-2.279340, 3.523505, -2.590995], [-1.461150, 1.851125, -1.848717], [-2.367331, 0.253653, -2.648345], [-2.023472, 1.906366, 0.898415], [-4.010462, -7.999492, 0.533882], [-3.402954, -7.036902, 0.388432], [-2.642439, -5.831633, 0.206292], [-3.279424, -4.667139, -0.213788], [-2.542222, -3.509845, -0.396738], [-1.180677, -3.530097, -0.142022], [-0.533710, -4.680424, 0.281472], [-1.269214, -5.838659, 0.450037], [-0.420800, -2.324982, -0.330339], [0.769250, -2.212641, -1.014699], [1.124500, -0.906234, -0.954675], [0.159593, -0.214702, -0.242630], [-0.754896, -1.115320, 0.122751], [-4.342352, -4.677214, -0.409418], [-3.024734, -2.609811, -0.756374], [0.528188, -4.670903, 0.490755], [-0.788504, -6.749154, 0.778857], [1.227184, -3.060749, -1.493001], [1.979706, -0.420788, -1.389522], [-1.640804, -0.915975, 0.702526]], "atomic_forces_ev_per_a": [[0.105, -0.155, -0.469], [-0.016, -0.045, -0.004], [0.097, 0.077, 0.003], [-0.083, 0.032, 0.052], [0.004, 0.154, -0.027], [-0.015, -0.031, -0.012], [0.075, -0.031, -0.009], [-0.001, 0.029, 0.041], [-0.020, -0.003, 0.015], [-0.008, 0.010, -0.098], [-0.005, -0.005, 0.002], [0.002, 0.015, -0.010], [0.014, -0.010, 0.007], [-0.009, -0.015, -0.002], [-0.002, 0.020, -0.007], [0.005, -0.008, -0.006], [0.006, -0.019, 0.010], [0.015, -0.019, 0.002], [-0.011, 0.006, -0.002], [-0.003, -0.005, -0.001], [0.013, -0.001, 0.013], [-0.006, 0.004, 0.004], [0.036, -0.019, 0.033], [0.120, 0.190, 0.481], [0.016, -0.035, 0.019], [-0.408, 0.059, -0.076], [-0.004, -0.001, 0.003], [-0.028, -0.030, -0.001], [0.086, 0.032, 0.010], [0.015, -0.001, 0.000], [-0.035, 0.017, -0.014], [-0.100, -0.121, 0.014], [0.064, 0.081, -0.011], [-0.068, -0.035, -0.001], [0.045, 0.096, 0.071], [-0.014, 0.016, -0.026], [0.004, -0.102, -0.073], [0.070, -0.044, 0.135], [-0.012, -0.078, -0.069], [-0.001, 0.007, 0.000], [0.007, 0.004, 0.000], [-0.003, -0.011, 0.003], [0.007, 0.003, 0.003], [0.025, 0.011, -0.002], [0.022, -0.013, -0.001], [0.002, -0.024, 0.004]]}

=====

| no. | DFT total energy (hartree) |
| --- | --- |
| 1 | -1593.32695 |
| 2 | -2110.47242 |
| 3 | -3513.36577 |